No. 1
{"formula": "C3H2ClN", "method": "wB97M-V/def2-TZVPD", "gap_ev": 11.78, "spin_multiplicity": 1, "lumo_energy_ha": 0.0214, "e_homo_ev": -11.2, "smiles": "C#CC#N.Cl", "charge": 0, "de_lowest_kj_mol": 143.4, "energy_ev": -17153.356, "symbols": ["C", "C", "C", "N", "H", "Cl", "H"], "coordinates": [[1.88070, -0.43504, 0.44184], [1.18682, 0.44734, 0.02860], [0.46665, 1.49285, -0.51858], [-0.11139, 2.33304, -1.05684], [2.52089, -1.28517, 0.75988], [-2.74103, -1.75819, -0.17402], [-3.20264, -0.79482, 0.51913]]}

---

No. 2
{"formula": "C3H2ClN2P", "method": "wB97M-V/def2-TZVPD", "gap_ev": [6.70, 6.72], "spin_multiplicity": 1, "lumo_energy_ha": [-0.0790, -0.0796], "e_homo_ev": [-8.9, -8.9], "charge": 0, "de_lowest_kj_mol": 225.3, "energy_ev": -27930.632, "symbols": ["C", "C", "C", "N", "N", "P", "Cl", "H", "H"], "coordinates": [[0.64596, 0.08672, -0.05995], [-0.42752, 0.94386, 0.10137], [1.76099, 1.00404, -0.04064], [0.09179, 2.22912, 0.12585], [1.37620, 2.29352, 0.09536], [-1.40808, 3.50281, -0.06928], [3.42149, 0.60167, -0.01389], [0.73476, -0.99032, -0.00556], [-1.52653, 1.12631, -0.00881]]}

---

No. 3
{"formula": "C3H2ClN2S2", "method": "wB97M-V/def2-TZVPD", "gap_ev": [5.63, 6.93], "s2": 2.014, "spin_multiplicity": 3, "lumo_energy_ha": [0.1228, 0.0814], "e_homo_ev": [-2.3, -4.7], "charge": -1, "de_lowest_kj_mol": 0.0, "energy_ev": -40315.169, "symbols": ["C", "C", "C", "N", "N", "S", "S", "Cl", "H", "H"], "coordinates": [[0.93752, 1.18136, -1.00905], [1.33196, 0.00477, -0.66971], [-1.18306, -0.00024, 1.35008], [-0.80900, 0.76471, 2.12629], [-1.45510, -0.73042, 0.32170], [0.87046, 2.71205, -1.36563], [0.69239, -1.22819, -1.60831], [2.36643, -0.28270, 0.70535], [-2.11205, -1.49709, 0.50693], [-0.63955, -0.92425, -0.35765]]}

---

No. 4
{"formula": "C3H2ClN3O", "method": "wB97M-V/def2-TZVPD", "gap_ev": 10.34, "spin_multiplicity": 1, "lumo_energy_ha": -0.0032, "e_homo_ev": -10.4, "smiles": "O=C(Cl)n1ccnn1", "charge": 0, "de_lowest_kj_mol": 41.8, "energy_ev": -22182.312, "symbols": ["O", "C", "Cl", "N", "C", "C", "N", "N", "H", "H"], "coordinates": [[-2.97250, -1.77221, -0.20144], [-3.03897, -0.60145, -0.09844], [-4.42948, 0.36414, 0.06253], [-1.79700, 0.28220, -0.09468], [-0.52022, -0.19987, -0.05101], [0.25175, 0.92794, -0.06589], [-0.57751, 2.00236, -0.11991], [-1.78100, 1.61851, -0.13438], [-0.30777, -1.24767, -0.00748], [1.31538, 1.03686, -0.03984]]}

---

No. 5
{"formula": "C3H2ClN3O", "method": "wB97M-V/def2-TZVPD", "gap_ev": 8.87, "spin_multiplicity": 1, "lumo_energy_ha": -0.0304, "e_homo_ev": -9.7, "smiles": "[H]/N=C1\\C(=O)NN=C1Cl", "charge": 0, "de_lowest_kj_mol": 101.7, "energy_ev": -22181.692, "symbols": ["H", "N", "C", "C", "O", "N", "N", "C", "Cl", "H"], "coordinates": [[1.47086, -0.67413, -1.89125], [0.49659, -0.96452, -1.81163], [-0.10530, -0.56957, -0.80473], [0.17436, 0.28018, 0.40369], [1.20508, 0.83413, 0.70606], [-0.99226, 0.32134, 1.11738], [-2.07176, -0.35866, 0.61859], [-1.78169, -0.93658, -0.47308], [-2.74963, -1.84473, -1.45993], [-1.14012, 0.84901, 1.96707]]}

---

No. 6
{"formula": "C3H2ClNO", "method": "wB97M-V/def2-TZVPD", "gap_ev": 8.40, "spin_multiplicity": 1, "lumo_energy_ha": -0.0394, "e_homo_ev": -9.5, "charge": 0, "de_lowest_kj_mol": 387.9, "energy_ev": -19198.622, "symbols": ["C", "C", "C", "N", "O", "Cl", "H", "H"], "coordinates": [[1.53883, 0.98202, -0.34357], [-1.96545, 0.21429, 0.41990], [0.39540, -0.26295, -0.29059], [-1.03315, -0.41817, 0.03330], [-3.02462, 0.67666, 0.65580], [2.70372, 0.37344, 0.58758], [0.57980, -0.48196, -1.45162], [0.80546, -1.08333, 0.38920]]}

---

No. 7
{"formula": "C3H2ClNO", "method": "wB97M-V/def2-TZVPD", "gap_ev": 11.27, "spin_multiplicity": 1, "lumo_energy_ha": 0.0336, "e_homo_ev": -10.4, "smiles": "Clc1ccon1", "charge": 0, "de_lowest_kj_mol": 116.5, "energy_ev": -19201.435, "symbols": ["Cl", "C", "C", "C", "O", "N", "H", "H"], "coordinates": [[-0.81719, 0.90243, 1.50376], [-0.16772, 0.09221, 0.15976], [-0.71265, -0.19890, -1.11914], [0.31424, -0.87674, -1.71345], [1.38854, -0.80157, -0.90351], [1.06715, -0.21745, 0.27955], [-1.71808, -0.09565, -1.52096], [0.42871, -1.41024, -2.73472]]}

---

No. 8
{"formula": "C3H2ClNO", "method": "wB97M-V/def2-TZVPD", "gap_ev": [7.62, 7.99], "s2": 2.018, "spin_multiplicity": 3, "lumo_energy_ha": [0.0205, -0.1005], "e_homo_ev": [-7.1, -10.7], "charge": 0, "de_lowest_kj_mol": 47.0, "energy_ev": -19197.960, "symbols": ["C", "C", "C", "N", "O", "Cl", "H", "H"], "coordinates": [[0.59924, 1.83666, 0.97849], [-0.61566, 2.25875, 0.19711], [-0.06574, 0.19150, -0.01944], [-1.02956, 1.20682, -0.38302], [1.52761, 2.31165, 1.46381], [-1.38900, 3.83295, 0.16619], [0.62881, -0.20696, -0.90115], [-0.50628, -0.47129, 0.72213]]}

---

No. 9
{"formula": "C3H2ClNO", "method": "wB97M-V/def2-TZVPD", "gap_ev": [6.58, 9.21], "s2": 2.009, "spin_multiplicity": 3, "lumo_energy_ha": [0.0245, -0.0673], "e_homo_ev": [-5.9, -11.0], "charge": 0, "de_lowest_kj_mol": 41.1, "energy_ev": -19198.021, "symbols": ["C", "C", "C", "N", "O", "Cl", "H", "H"], "coordinates": [[2.36191, 0.46681, -0.78526], [-2.05252, 0.15385, 0.81970], [-0.96559, -0.33016, 0.34943], [1.65957, -0.25476, -0.28988], [-3.04354, 0.57420, 1.23034], [-1.15218, -1.73370, -0.67370], [3.02707, 1.20299, -1.16659], [0.16527, -0.07922, 0.51596]]}

---

No. 10
{"formula": "C3H2ClNO2S", "method": "wB97M-V/def2-TZVPD", "gap_ev": 10.10, "spin_multiplicity": 1, "lumo_energy_ha": 0.0084, "e_homo_ev": -9.9, "charge": 0, "de_lowest_kj_mol": 249.5, "energy_ev": -32081.602, "symbols": ["C", "C", "C", "N", "O", "O", "S", "Cl", "H", "H"], "coordinates": [[-0.05387, -0.19819, 1.89236], [0.27018, 0.37398, 0.91764], [-1.80183, -0.27536, -2.99733], [-1.13180, -0.01811, -2.10677], [-0.61005, -0.65549, 2.99463], [2.44334, 1.44954, 0.69923], [1.39556, 1.07696, -0.20525], [2.07958, -0.64672, -1.12238], [-0.15926, -0.48835, 3.77810], [-2.43187, -0.61827, -3.85024]]}

---

No. 11
{"formula": "C3H2ClNO2S", "method": "wB97M-V/def2-TZVPD", "gap_ev": 8.86, "spin_multiplicity": 1, "lumo_energy_ha": -0.0314, "e_homo_ev": -9.7, "charge": 0, "de_lowest_kj_mol": 75.9, "energy_ev": -32083.401, "symbols": ["C", "C", "C", "N", "O", "O", "S", "Cl", "H", "H"], "coordinates": [[-0.19298, -1.14887, -0.39320], [1.14254, -1.46742, 0.43314], [-0.72057, -0.90142, 0.93778], [0.38154, -0.90815, 1.61494], [-0.53229, -0.78912, -1.48728], [2.25691, -1.84111, 0.35553], [-0.98113, 2.57740, -0.56607], [1.01189, 2.78214, -0.22986], [-1.75635, -0.62075, 1.18906], [-0.60956, 2.31728, -1.85404]]}

---

No. 12
{"formula": "C3H2ClNOS", "method": "wB97M-V/def2-TZVPD", "gap_ev": 7.43, "spin_multiplicity": 1, "lumo_energy_ha": -0.0982, "e_homo_ev": -10.1, "charge": 0, "de_lowest_kj_mol": 246.4, "energy_ev": -30035.511, "symbols": ["C", "C", "C", "N", "O", "S", "Cl", "H", "H"], "coordinates": [[-0.54535, -1.10203, -1.80827], [-0.41740, 1.00262, 0.53310], [0.61641, 0.19087, 1.19386], [-0.80058, -0.89488, -2.91802], [-0.14302, 1.83048, -0.30766], [-0.14624, -1.63614, -0.26770], [2.30313, 0.61717, 0.86502], [-1.36066, 0.58382, 0.74801], [0.49371, -0.59191, 1.96166]]}

---

No. 13
{"formula": "C3H2CoFLiO3", "method": "wB97M-V/def2-TZVPD", "gap_ev": [8.32, 7.93], "s2": 6.003, "spin_multiplicity": 5, "lumo_energy_ha": [-0.1437, -0.2170], "e_homo_ev": [-12.2, -13.8], "charge": 1, "energy_ev": -49827.176, "symbols": ["O", "C", "C", "O", "O", "C", "Li", "F", "H", "H", "Co"], "coordinates": [[0.80198, -1.45678, 0.77915], [1.10691, -0.31810, 0.42173], [-1.02199, 0.62856, 1.12307], [0.00228, 0.63801, 0.27113], [2.20692, 0.21922, 0.31991], [-0.96420, 0.64944, 2.45505], [-0.72415, -2.17029, 1.52406], [-2.19108, 0.59371, 0.48092], [-1.88334, 0.70142, 3.03649], [0.00956, 0.71351, 2.93804], [2.76682, 2.15189, 0.32944]]}

---

No. 14
{"formula": "C3H2CoO3", "method": "wB97M-V/def2-TZVPD", "gap_ev": [8.61, 9.49], "s2": 8.757, "spin_multiplicity": 6, "lumo_energy_ha": [-0.3740, -0.4697], "e_homo_ev": [-18.8, -22.3], "charge": 2, "de_lowest_kj_mol": 12.1, "energy_ev": -46888.277, "symbols": ["O", "C", "O", "O", "C", "C", "H", "H", "Co"], "coordinates": [[0.11366, 4.17415, 0.50785], [-0.05919, 3.31995, -0.23467], [-0.30339, 2.50397, -1.04294], [-0.35859, -0.62617, -0.52978], [-0.49112, -1.77359, 0.01606], [0.29217, -2.54208, 0.77772], [0.09234, -3.60882, 0.88269], [1.23445, -2.15009, 1.18628], [-0.52032, 0.70268, -1.56322]]}

---

No. 15
{"formula": "C3H2CsFLiO3", "method": "wB97M-V/def2-TZVPD", "gap_ev": [3.56, 6.66], "s2": 0.750, "spin_multiplicity": 2, "lumo_energy_ha": [-0.0224, -0.0276], "e_homo_ev": [-4.2, -7.4], "charge": 0, "de_lowest_kj_mol": 210.2, "energy_ev": -12752.274, "symbols": ["O", "C", "C", "O", "O", "C", "Li", "F", "H", "H", "Cs"], "coordinates": [[-2.27812, -0.98950, -1.22489], [-0.99778, -1.31094, -1.39412], [-2.36979, 0.40663, -1.14096], [-0.44380, -2.34276, -1.06429], [-0.35393, -0.19214, -1.61562], [-1.26202, 0.87073, -1.87393], [1.33728, -2.42515, -0.40885], [-1.42405, 1.10803, 0.79532], [-3.36188, 0.79612, -1.36114], [-1.16705, 1.95625, -1.88350], [2.43623, 1.45196, 1.21907]]}

---

No. 16
{"formula": "C3H2CuFO2", "method": "wB97M-V/def2-TZVPD", "gap_ev": [7.67, 9.42], "s2": 0.753, "spin_multiplicity": 2, "lumo_energy_ha": [-0.2167, -0.2163], "e_homo_ev": [-13.6, -15.3], "charge": 1, "de_lowest_kj_mol": 113.7, "energy_ev": -54582.817, "symbols": ["H", "O", "O", "C", "C", "C", "H", "F", "Cu"], "coordinates": [[1.98972, 0.74927, -1.97643], [0.34613, -0.35802, -1.33112], [1.33383, 0.61500, 1.10632], [1.71097, 0.05635, -1.17600], [2.06984, 0.57512, 0.15108], [-0.45417, -0.32861, -0.33271], [2.42719, -0.84343, -0.96996], [-1.72658, -0.71698, -0.80983], [-0.85496, 1.29851, 1.46874]]}

---

No. 17
{"formula": "C3H2ErO2", "method": "wB97M-V/def2-TZVPD", "gap_ev": [7.27, 6.98], "s2": 3.752, "spin_multiplicity": 4, "lumo_energy_ha": [-0.1451, -0.2052], "e_homo_ev": [-11.2, -12.6], "charge": 1, "de_lowest_kj_mol": 38.1, "energy_ev": -34846.698, "symbols": ["H", "O", "O", "C", "C", "C", "H", "Er"], "coordinates": [[-1.04998, 1.10614, 1.48781], [-1.20870, -0.80007, 0.53339], [0.96595, -2.02931, -0.71821], [-0.59014, 0.26203, 0.95743], [0.74929, 0.12790, 0.55452], [0.62078, -1.10937, -0.09630], [1.64943, 0.71834, 0.69506], [-1.13662, 1.72434, -3.41371]]}

---

No. 18
{"formula": "C3H2EuO3", "method": "wB97M-V/def2-TZVPD", "gap_ev": [4.64, 4.77], "s2": 15.768, "spin_multiplicity": 8, "lumo_energy_ha": [-0.0639, -0.0621], "e_homo_ev": [-6.4, -6.5], "charge": 0, "de_lowest_kj_mol": 182.1, "energy_ev": -28610.994, "symbols": ["C", "C", "O", "O", "H", "H", "Eu", "C", "O"], "coordinates": [[0.62677, -0.26622, 1.03788], [0.15580, -0.95638, -0.04632], [-1.14317, -1.09122, -0.34852], [1.84878, 0.29074, 1.10011], [-0.06514, -0.08140, 1.87828], [0.89141, -1.33260, -0.78914], [1.49944, 1.66218, -0.61395], [-2.25915, 0.41124, -1.04955], [-1.55474, 1.36366, -1.16878]]}

---

No. 19
{"formula": "C3H2F2", "method": "wB97M-V/def2-TZVPD", "gap_ev": 12.17, "spin_multiplicity": 1, "lumo_energy_ha": 0.0326, "e_homo_ev": -11.3, "smiles": "C#CC(F)F", "charge": 0, "de_lowest_kj_mol": 67.6, "energy_ev": -8575.465, "symbols": ["C", "C", "C", "F", "F", "H", "H"], "coordinates": [[1.98601, -0.14248, -0.14010], [0.90641, -0.42596, 0.19476], [-0.49801, 0.02784, 0.39492], [-1.37137, -0.82670, -0.26894], [-0.47522, 1.22560, -0.15508], [3.07484, -0.29477, -0.32664], [-0.82201, -0.05170, 1.44531]]}

---

No. 20
{"formula": "C3H2F2O", "method": "wB97M-V/def2-TZVPD", "gap_ev": [6.62, 8.15], "s2": 2.004, "spin_multiplicity": 3, "lumo_energy_ha": [0.0255, -0.1221], "e_homo_ev": [-5.9, -11.5], "charge": 0, "de_lowest_kj_mol": 260.4, "energy_ev": -10618.120, "symbols": ["C", "C", "C", "O", "F", "F", "H", "H"], "coordinates": [[1.85987, -0.68798, -0.11945], [0.69186, -0.50478, 0.05327], [-0.70480, -0.03240, -0.00828], [-0.53695, 1.32863, -0.05773], [-1.32400, -0.55463, -1.02285], [-1.44892, -0.47692, 1.18994], [2.88283, -0.89056, 0.15619], [-1.41988, 1.81865, -0.19108]]}